[1]
Molecular formula: C23H34N8O3Sn
Method: DFT, the ωB97M-V functional and the def2-TZVPD basis

Largest force on an atom, eV Å⁻¹: 0.84
Energy, hartree: -1774.9281
Orbital gap, eV: 7.8
Spin multiplicity: 1

Geometry as XYZ:
```
69
C23H34N8O3Sn (the ωB97M-V functional and the def2-TZVPD basis)
Sn -0.465 0.176 -0.146
O 3.078 1.451 1.756
C 1.873 1.302 1.750
N 1.160 0.152 1.708
C 1.632 -0.991 2.228
O 2.588 -1.129 2.973
C 0.776 -2.199 1.931
C 1.277 -3.448 2.287
C 0.511 -4.573 2.065
C -0.743 -4.412 1.491
C -1.150 -3.131 1.158
N -0.415 -2.052 1.370
C 0.958 2.509 1.726
C 1.447 3.758 2.094
C 0.583 4.840 2.084
C -0.738 4.637 1.707
C -1.130 3.355 1.354
N -0.308 2.322 1.370
H 2.253 -3.486 2.742
H 0.880 -5.553 2.337
H -1.388 -5.259 1.311
H -2.116 -2.946 0.700
H 2.487 3.855 2.372
H 0.929 5.824 2.366
H -1.446 5.454 1.673
H -2.140 3.133 1.039
C -2.982 2.735 -2.243
C -1.480 2.557 -2.529
C -0.774 3.911 -2.326
C -1.312 2.089 -3.988
O -0.943 1.603 -1.671
H -3.444 3.383 -2.984
H -3.128 3.169 -1.258
H -3.476 1.767 -2.262
H -1.196 4.677 -2.972
H 0.288 3.820 -2.534
H -0.887 4.225 -1.291
H -1.605 2.861 -4.696
H -1.929 1.209 -4.154
H -0.276 1.815 -4.170
N -0.921 -3.056 -2.562
N -1.235 -1.708 -2.206
H -1.485 -3.375 -3.350
H -1.105 -3.656 -1.762
H -2.215 -1.472 -2.377
H -0.671 -1.087 -2.783
C 3.533 1.512 -4.264
C 2.630 2.178 -3.236
N 1.840 1.151 -2.611
C 2.360 -0.031 -2.204
N 1.669 -0.729 -1.357
C 2.162 -2.027 -0.944
C 3.036 -2.673 -2.012
C 4.128 -1.681 -2.376
N 3.509 -0.453 -2.820
C 4.367 0.472 -3.530
H 4.184 2.236 -4.753
H 2.915 1.020 -5.018
H 1.950 2.888 -3.713
H 3.238 2.728 -2.500
H 0.996 1.419 -2.112
H 1.292 -2.650 -0.734
H 2.728 -1.916 -0.011
H 2.421 -2.883 -2.890
H 3.478 -3.603 -1.650
H 4.750 -2.076 -3.187
H 4.779 -1.504 -1.509
H 4.972 -0.100 -4.242
H 5.058 0.972 -2.834
```



[2]
Molecular formula: C23H34N8O5S2Sr
Method: DFT, the ωB97M-V functional and the def2-TZVPD basis

Largest force on an atom, eV Å⁻¹: 6.30
Energy, hartree: -2538.2603
Orbital gap, eV: 8.4
Spin multiplicity: 1

Geometry as XYZ:
```
73
C23H34N8O5S2Sr (the ωB97M-V functional and the def2-TZVPD basis)
Sr -0.770 0.351 -0.235
N 0.243 -1.888 -0.818
C 1.422 -2.645 -0.396
C 2.602 -1.725 -0.122
N 2.344 -0.670 0.857
C 3.477 0.270 0.798
C 3.440 1.476 1.723
N 2.115 2.101 1.825
C 2.132 -1.222 2.207
C 0.664 -1.391 2.636
N -0.113 -0.210 2.256
H -0.606 -2.450 -0.765
H 0.288 -1.638 -1.810
H 1.751 -3.371 -1.142
H 1.170 -3.202 0.507
H 2.891 -1.237 -1.059
H 3.446 -2.352 0.198
H 3.537 0.637 -0.226
H 4.415 -0.264 1.011
H 4.194 2.165 1.334
H 3.774 1.187 2.719
H 1.700 2.204 0.912
H 2.198 3.039 2.192
H 2.604 -0.550 2.925
H 2.627 -2.197 2.299
H 0.669 -1.559 3.714
H 0.215 -2.269 2.167
H 0.370 0.624 2.575
H -1.039 -0.228 2.675
N -8.669 -0.832 -2.699
C -7.410 -0.502 -2.211
C -6.618 -1.473 -1.586
C -5.371 -1.146 -1.094
C -4.909 0.162 -1.202
C -5.691 1.139 -1.808
C -6.941 0.811 -2.296
S -3.230 0.508 -0.834
O -2.948 0.237 0.579
O -2.927 1.869 -1.205
N -2.359 -0.644 -1.559
C -2.188 -0.522 -2.953
N -1.165 -1.209 -3.496
C -0.908 -0.996 -4.786
C -1.652 -0.143 -5.577
C -2.752 0.426 -4.958
N -3.048 0.218 -3.677
H -8.826 -1.803 -2.902
H -9.054 -0.211 -3.388
H -6.984 -2.492 -1.508
H -4.744 -1.900 -0.630
H -5.298 2.146 -1.904
H -7.556 1.568 -2.773
H -0.063 -1.540 -5.200
H -1.402 0.048 -6.610
H -3.438 1.065 -5.512
C 5.633 3.887 -2.343
C 4.162 3.570 -2.206
C 3.250 4.542 -1.799
C 1.896 4.257 -1.695
C 1.436 2.981 -1.989
C 2.327 2.001 -2.411
C 3.679 2.300 -2.521
S -0.277 2.594 -1.698
O -0.404 1.238 -2.264
O -1.039 3.653 -2.274
O -0.284 2.498 -0.216
H 5.876 4.852 -1.893
H 5.926 3.922 -3.395
H 6.247 3.122 -1.860
H 3.606 5.542 -1.566
H 1.186 5.023 -1.391
H 1.952 1.019 -2.675
H 4.373 1.537 -2.866
```



[3]
Molecular formula: C23H35AlBBeBr4Cl2FLiO18S2
Method: DFT, the ωB97M-V functional and the def2-TZVPD basis

Largest force on an atom, eV Å⁻¹: 6.94
Energy, hartree: -14653.1538
Orbital gap, eV: 2.3
Spin multiplicity: 1
Net charge: +1

Geometry as XYZ:
```
89
C23H35AlBBeBr4Cl2FLiO18S2 (the ωB97M-V functional and the def2-TZVPD basis)
C -1.750 -1.000 6.758
C -0.893 -0.554 5.448
C -1.964 -0.224 4.307
C -1.358 -0.077 2.834
C -0.382 1.137 2.495
C -0.023 1.286 0.950
C 0.078 2.834 0.466
C 0.983 2.978 -0.866
C 0.213 2.551 -2.196
C 1.246 2.307 -3.397
O 1.417 0.895 -3.734
C 2.203 0.779 -4.906
C 3.711 0.300 -4.833
O 1.737 1.038 -6.044
C -2.716 0.151 1.947
O -2.890 -0.916 0.957
S -1.538 -1.956 1.108
O -2.046 -3.274 1.571
O -0.928 -1.889 -0.261
O -0.619 -1.236 2.339
H -1.100 -1.105 7.743
H -2.605 -0.245 6.930
H -2.288 -1.992 6.528
H -0.213 -1.432 5.223
H -0.311 0.417 5.646
H -2.574 0.701 4.649
H -2.720 -1.089 4.274
H 0.604 0.922 3.048
H -0.783 2.114 2.956
H 1.016 0.850 0.752
H -0.748 0.785 0.235
H 0.558 3.435 1.306
H -0.992 3.169 0.234
H 1.899 2.285 -0.786
H 1.427 4.036 -0.929
H -0.523 3.344 -2.577
H -0.378 1.588 -2.048
H 0.875 2.825 -4.354
H 2.299 2.719 -3.176
H 4.385 1.094 -5.286
H 3.878 -0.651 -5.453
H 4.081 0.100 -3.771
H -2.650 1.233 1.618
H -3.566 0.173 2.719
C -5.073 1.140 -1.055
Br -4.637 0.495 0.722
Br -6.980 1.081 -1.402
Br -4.335 2.907 -1.375
H -4.600 0.464 -1.764
C 0.506 -3.682 7.271
O 1.006 -2.677 6.765
O 1.140 -4.771 7.498
O -0.691 -3.773 7.638
Cl 1.994 4.542 -8.717
C 1.859 2.840 -9.233
C 2.958 2.448 -10.199
Cl 2.786 3.258 -11.775
H 0.870 2.696 -9.671
H 1.919 2.231 -8.319
H 2.920 1.375 -10.389
H 3.947 2.688 -9.802
C 8.512 1.842 -4.832
S 7.508 2.256 -6.270
O 6.064 2.047 -5.883
C 8.005 0.842 -7.270
H 8.326 2.583 -4.055
H 8.242 0.852 -4.461
H 9.567 1.865 -5.109
H 7.766 -0.086 -6.749
H 9.076 0.898 -7.468
H 7.461 0.879 -8.215
Al -2.926 1.986 6.159
B -5.777 -4.416 5.724
O -7.053 -5.021 6.132
C -6.871 -6.346 6.161
O -7.722 -7.141 6.458
C -5.487 -6.657 5.778
O -5.000 -7.754 5.704
O -4.832 -5.521 5.517
O -5.940 -3.622 4.492
C -5.583 -2.379 4.776
O -5.601 -1.465 3.982
C -5.172 -2.296 6.189
O -4.786 -1.298 6.763
O -5.281 -3.483 6.757
Be 2.235 0.228 -8.162
Br 0.266 -0.047 8.245
F 0.950 -5.471 9.288
Li 4.410 3.061 -6.273
```



[4]
Molecular formula: C23H35AuN3O8SSi
Method: DFT, the ωB97M-V functional and the def2-TZVPD basis

Largest force on an atom, eV Å⁻¹: 5.54
Energy, hartree: -2486.8544
Orbital gap (spin up / spin down), eV: 3.4 / 3.4
Spin multiplicity: 1
Net charge: +1

Geometry as XYZ:
```
72
C23H35AuN3O8SSi (the ωB97M-V functional and the def2-TZVPD basis)
Au -0.083 -0.562 0.064
O 0.196 -4.504 0.708
C 0.247 -3.184 0.765
O -0.260 -2.502 -0.234
C 0.812 -2.493 1.845
C 1.359 -2.938 3.069
C 1.800 -2.014 3.980
C 1.714 -0.626 3.716
C 1.174 -0.223 2.521
N 0.764 -1.134 1.626
C 0.920 1.166 2.006
O 1.235 2.174 2.575
O 0.286 1.183 0.838
H -0.276 -4.786 -0.093
H 1.399 -3.999 3.248
H 2.204 -2.347 4.921
H 2.051 0.102 4.434
S -0.364 2.427 -1.524
C -0.510 3.929 -2.279
N -0.518 5.063 -1.491
C -0.828 6.268 -2.003
C -1.068 6.395 -3.344
C -0.924 5.225 -4.119
N -0.673 4.059 -3.600
H -0.312 4.955 -0.502
H -0.881 7.101 -1.318
H -1.345 7.339 -3.783
H -1.028 5.244 -5.197
C -4.261 0.587 -5.100
C -3.229 1.220 -4.158
C -1.871 1.338 -4.838
C -3.720 2.603 -3.718
O -3.160 0.418 -2.989
Si -2.151 -0.684 -2.382
O -0.944 0.060 -1.549
O -1.453 -1.625 -3.492
C -1.596 -2.966 -3.941
C -2.933 -3.138 -4.664
C -1.502 -3.923 -2.751
C -0.434 -3.209 -4.909
O -2.966 -1.553 -1.273
C -4.218 -1.374 -0.632
C -4.348 0.060 -0.110
C -4.256 -2.362 0.536
C -5.328 -1.668 -1.645
H -4.385 1.196 -5.990
H -5.220 0.502 -4.595
H -3.935 -0.408 -5.388
H -1.943 1.993 -5.702
H -1.514 0.362 -5.152
H -1.153 1.756 -4.132
H -3.679 3.288 -4.558
H -3.085 2.971 -2.917
H -4.741 2.549 -3.347
H -3.754 -2.895 -3.995
H -3.043 -4.163 -5.011
H -2.974 -2.476 -5.525
H -2.308 -3.703 -2.055
H -0.557 -3.747 -2.246
H -1.562 -4.957 -3.079
H -0.509 -2.532 -5.756
H -0.456 -4.232 -5.271
H 0.511 -3.026 -4.405
H -3.516 0.274 0.557
H -5.285 0.186 0.428
H -4.302 0.754 -0.941
H -3.447 -2.136 1.229
H -4.129 -3.379 0.174
H -5.203 -2.290 1.062
H -5.238 -0.982 -2.483
H -6.305 -1.559 -1.183
H -5.225 -2.683 -2.019
```